# 1
ORCA calculation (ωB97M-V/def2-TZVPD) on a structure of composition C3H8N4 in a non-equilibrium geometry.

```
15
Properties=species:S:1:pos:R:3:mulliken_charge:R:1
C 1.31049 -1.01030 -1.57768 -0.894
H 1.96172 0.16450 -1.92690 0.349
C 0.31994 0.92801 1.34852 0.095
H 1.04218 1.78179 2.62861 0.283
H 0.75757 -1.62526 -2.30913 0.338
N 0.99653 1.96803 1.61088 -0.645
H -1.37804 0.42692 0.11404 0.375
H 1.01600 0.79757 -0.50363 0.219
N -1.90689 -0.62073 0.26338 -0.540
N -1.08966 -1.21330 -0.85847 -0.489
C 0.05278 -0.68987 -0.72705 0.485
H 0.12678 0.04742 2.10942 0.301
N 0.17218 0.61046 -0.02042 -0.400
H -2.79972 -0.36791 -0.56395 0.319
H 1.96910 -1.80333 -0.77881 0.203
```

# 2
ORCA calculation (ωB97M-V/def2-TZVPD) on a structure of composition C3H8N4 in a non-equilibrium geometry.

```
15
Properties=species:S:1:pos:R:3:mulliken_charge:R:1
N 0.15250 0.85000 -0.71792 0.194
C 0.50176 -1.12171 0.74701 0.461
H 1.54561 -1.59038 2.52309 0.249
N -0.68225 1.40732 0.27287 -0.465
H -0.24227 2.25591 0.60359 0.233
H -0.56132 -0.63297 1.32747 0.188
N 0.20803 -0.64802 -0.59369 -0.380
H 0.47442 1.11956 -2.64519 0.281
H -1.59930 1.63666 -0.10414 0.233
C -0.78860 -1.35662 0.14000 -0.490
H -1.86249 -1.28207 0.21675 0.323
H -0.98452 0.43864 -2.33246 0.261
H 2.56053 -0.98959 1.07854 0.268
N -0.32314 1.15264 -2.02005 -0.620
C 1.60104 -1.23937 1.50414 -0.737
```

# 3
ORCA calculation (ωB97M-V/def2-TZVPD) on the molecule C3H8N4 in a non-equilibrium geometry.

Output
SMILES string   CCN1N=NCN1

```
15
Properties=species:S:1:pos:R:3:mulliken_charge:R:1
H -2.79355 1.19990 -0.25272 0.322
H 1.64048 -1.65262 0.35473 0.263
N -1.20056 -1.26457 -0.96229 -0.011
H 3.16743 0.23699 0.46996 0.332
H 2.06624 1.14249 -0.59992 0.250
N -2.24593 -0.66836 -0.87417 -0.288
C -2.33086 0.29591 0.15213 -0.241
N -0.88783 0.65201 0.47209 -0.354
C 2.06533 0.45509 0.28949 -1.018
C 1.17890 -0.80131 -0.10003 -0.163
N -0.28177 -0.65474 0.31305 -0.184
H 1.49225 0.88338 1.14431 0.341
H -2.67355 -0.30363 0.98038 0.298
H 1.33285 -0.93859 -1.21478 0.224
H -0.52943 1.41806 -0.17223 0.231
```

# 4
ORCA calculation (ωB97M-V/def2-TZVPD) on the molecule C3H8N4 in a non-equilibrium geometry.

Output
SMILES string   [H]/N=C(\N)C(=C)NN

```
15
Properties=species:S:1:pos:R:3:mulliken_charge:R:1
N 1.24209 -1.24278 1.00471 -0.728
H 1.32183 1.02410 2.09153 0.234
H -1.25886 -2.05550 0.90947 0.327
H 1.99116 -0.97509 1.64605 0.212
C -0.75142 -0.26614 -0.08428 0.622
H -2.41765 -1.52353 -0.44013 0.264
H 0.73543 0.17717 -2.25985 0.258
C 0.59117 -0.17455 0.64690 0.422
H 0.28252 1.76503 0.99064 0.265
N -0.91030 0.67630 -1.09070 -0.198
H -1.67451 0.42961 -1.72570 0.315
N 0.34041 0.98825 -1.77423 -0.636
C -1.52806 -1.33077 0.14626 -1.090
N 0.99464 1.05072 1.13360 -0.597
H 1.04155 1.45717 -1.19427 0.328
```

# 5
ORCA calculation (ωB97M-V/def2-TZVPD) on the molecule C3H8N4 in a non-equilibrium geometry.

Output
SMILES string   [H]/N=N\C=N\[C@@H](C)N

```
15
Properties=species:S:1:pos:R:3:mulliken_charge:R:1
H 1.04785 -0.38691 -2.62606 0.364
N -0.21632 0.74125 0.29909 -0.360
C 0.19955 -0.29842 -0.64248 0.302
H -1.21464 -0.62934 2.35974 0.258
H -2.30761 0.53009 0.89787 0.509
H -0.64057 -0.97175 -0.86503 0.399
H 1.51687 1.05080 -1.69533 0.336
C -1.24119 0.66420 0.97424 -0.363
C 0.69556 0.37011 -1.92349 -1.301
N 1.19281 -1.09421 0.06464 -0.630
N -1.18864 0.22385 3.17120 -0.158
H -0.10162 0.94108 -2.40132 0.327
H 2.00819 -0.52788 0.27721 0.241
N -1.23999 1.26649 2.61350 -0.166
H 1.48975 -1.87937 -0.50380 0.244
```

# 6
ORCA calculation (ωB97M-V/def2-TZVPD) on the molecule C3H8N4 in a non-equilibrium geometry.

Output
SMILES string   [H]/N=C/N/C(N)=N/C

```
15
Properties=species:S:1:pos:R:3:mulliken_charge:R:1
H -1.98599 -2.44999 -0.59661 0.181
H -0.98230 1.38356 1.24295 0.206
H -1.89898 0.23683 0.17475 0.215
C 1.63766 0.98500 1.52551 -0.839
N -0.10288 -0.14262 -1.58465 -0.290
C -0.82255 -1.27272 -1.66120 -0.048
H 0.86622 0.92934 2.30752 0.299
H 0.70916 -0.03176 -2.17903 0.301
H 1.85872 2.04293 1.34006 0.287
H 2.55650 0.51901 1.88873 0.266
N -1.34396 -1.66667 -0.55592 -0.718
C 0.06538 0.24685 -0.08211 0.697
N 1.25797 0.32263 0.30559 -0.510
N -1.08952 0.76155 0.45521 -0.413
H -0.72543 -1.86392 -2.58079 0.367
```

Molecular weight / u: 100.1; 100.1; 100.1; 100.1; 100.1; 100.1
Total energy / eV: -9194.9651; -9193.0979; -9197.2478; -9199.2038; -9197.2562; -9200.0682
Energy relative to the best compared isomer or geometry (same formula, charge and spin) / kJ/mol: 643.4; 823.5; 423.1; 234.4; 422.3; 151.0